(1)
Molecular formula: C5H10NO
Method: DFT, ωB97M-V with the def2-TZVPD basis set

Calculated values
highest occupied orbital energy: -2.460 eV
ΔE to the lowest compared entry with this formula, charge and spin: 13.2 kcal per mole
charge: -1
electronic energy: -8883.5448 eV
HOMO-LUMO gap: 6.346 eV

CARTESIAN COORDINATES (ANGSTROEM)
C 0.8120 0.3487 1.9786
O 1.0734 1.6559 1.8496
C -0.0688 -0.2326 0.8400
C 0.6637 0.1692 -0.4821
C -0.0528 -0.0288 -1.7872
C -0.5722 -1.1643 -2.2411
N -1.4092 0.3814 0.8914
H 1.7151 -0.3058 2.0542
H 0.1934 0.1628 2.8992
H -0.0517 -1.3092 0.8093
H 1.6023 -0.3761 -0.4448
H 0.8225 1.2435 -0.3546
H -0.2329 0.8604 -2.3790
H -0.6269 -2.0949 -1.6879
H -0.9740 -1.1854 -3.2506
H -1.6839 0.6072 -0.0543
H -1.2101 1.2679 1.3594



(2)
Molecular formula: C5H10NO
Method: DFT, ωB97M-V with the def2-TZVPD basis set

Calculated values
highest occupied orbital energy: -2.366 eV
ΔE to the lowest compared entry with this formula, charge and spin: 54.3 kcal per mole
charge: -1
electronic energy: -8881.7637 eV
HOMO-LUMO gap: 6.155 eV

CARTESIAN COORDINATES (ANGSTROEM)
C 1.9899 0.5571 0.3127
O 1.5600 1.0247 1.5927
C 1.6017 -0.8689 -0.1585
C 0.1597 -0.8353 0.5956
C -0.7385 0.0656 -0.1930
C -3.1205 0.5066 -0.4827
N -2.2113 -0.2819 -0.1126
H 3.1534 0.5342 0.3526
H 1.6644 1.3144 -0.5742
H 1.7130 -0.9500 -1.2416
H 2.2981 -1.5199 0.1627
H -0.1665 -1.8494 0.7778
H 0.2933 -0.4098 1.6184
H -0.6004 1.1274 0.1353
H -0.3551 -0.0654 -1.2628
H -4.1961 0.1899 -0.4372
H -3.0450 1.4607 -1.0852



(3)
Molecular formula: C5H10NO
Method: DFT, ωB97M-V with the def2-TZVPD basis set

Calculated values
highest occupied orbital energy: -2.275 eV
ΔE to the lowest compared entry with this formula, charge and spin: 4.1 kcal per mole
charge: -1
electronic energy: -8883.9419 eV
HOMO-LUMO gap: 6.013 eV

CARTESIAN COORDINATES (ANGSTROEM)
C -1.5306 1.5463 -0.6804
O -2.0630 2.5845 -0.0320
C -0.6104 0.6630 0.2224
C 0.0229 -0.4844 -0.5508
C 1.0710 -1.2850 0.1636
C 0.9233 -2.5707 0.5163
N 2.2380 -0.5675 0.3989
H -2.3246 0.8497 -1.0677
H -0.8804 1.8072 -1.5614
H 0.1156 1.3547 0.6555
H -1.2369 0.2707 1.0215
H 0.5228 -0.0789 -1.4378
H -0.7520 -1.1511 -0.9374
H 1.6359 -3.0509 1.1795
H 0.0032 -3.0472 0.2233
H 2.0795 0.4334 0.4519
H 2.8025 -0.8491 1.1887



(4)
Molecular formula: C5H10NO
Method: DFT, ωB97M-V with the def2-TZVPD basis set

Calculated values
highest occupied orbital energy (alpha / beta): -9.477 / -9.483 eV
ΔE to the lowest compared entry with this formula, charge and spin: 55.8 kcal per mole
electronic energy: -8879.9005 eV
HOMO-LUMO gap (alpha / beta): 10.489 / 7.644 eV
spin multiplicity: 2

CARTESIAN COORDINATES (ANGSTROEM)
C -0.6549 -1.5035 1.2688
O 0.2236 -2.5571 1.3933
C 0.2535 -0.0706 1.2103
C -0.4080 0.8766 0.1640
C -0.2018 0.6760 -1.3514
C -0.1110 1.6231 -2.3423
N 1.6115 -0.4401 0.6217
H -1.0487 -1.4508 0.1008
H -1.5671 -1.6226 2.0186
H 0.3883 0.4697 2.1558
H -0.1593 1.9764 0.2628
H -1.4241 0.7793 0.3885
H -0.2054 -0.4272 -1.6138
H -0.4139 2.6460 -2.5401
H 0.1075 1.0915 -3.2578
H 2.1774 -0.7019 1.3926
H 1.4325 -1.3647 0.1282